[1]
The following is a DFT calculation (ωB97M-V/def2-TZVPD) of 8 unconnected molecules or ions with the total composition C42H112BF4N7O14.

The energy above the lowest of the compared OMol25 structures with the same formula, charge and spin is 463.51 kJ/mol. The charge is +6. As for the frontier orbital gap: 7.9 eV. The HOMO energy comes out at -19.57 eV. The spin multiplicity is 1.

Cartesian coordinates (Å):
C: -3.828 2.145 2.414
O: -4.062 3.239 1.488
C: -3.799 4.483 2.138
C: -3.782 5.599 1.115
N: -5.001 5.783 0.221
H: -5.582 6.534 0.598
H: -4.740 6.057 -0.724
C: -5.961 4.636 -0.092
C: -7.216 5.182 -0.770
O: -6.811 6.125 -1.743
C: -7.918 6.701 -2.438
H: -4.272 2.330 3.392
H: -2.749 2.010 2.448
H: -4.336 1.280 2.003
H: -2.813 4.453 2.607
H: -4.596 4.665 2.863
H: -2.947 5.464 0.421
H: -3.507 6.580 1.502
H: -6.205 4.093 0.815
H: -5.390 3.962 -0.728
H: -7.869 5.679 -0.047
H: -7.732 4.391 -1.321
H: -7.511 7.473 -3.090
H: -8.653 7.221 -1.822
H: -8.416 5.970 -3.077
C: -0.280 3.034 0.685
O: 0.152 3.457 -0.632
C: 1.133 4.481 -0.497
C: 1.801 5.021 -1.759
N: 0.834 5.283 -2.886
H: 0.304 4.478 -3.222
H: -0.002 5.771 -2.546
C: 1.445 5.984 -4.050
C: 1.818 7.437 -3.678
O: 1.125 7.935 -2.569
C: 1.868 8.961 -1.915
H: 0.545 2.604 1.246
H: -1.037 2.248 0.656
H: -0.881 3.814 1.157
H: 1.910 4.140 0.193
H: 0.712 5.362 0.001
H: 2.556 4.347 -2.162
H: 2.254 5.969 -1.478
H: 0.607 6.107 -4.742
H: 2.195 5.392 -4.565
H: 1.724 8.130 -4.520
H: 2.908 7.474 -3.557
H: 2.760 8.546 -1.435
H: 1.184 9.402 -1.194
H: 2.256 9.773 -2.535
C: -3.084 -5.260 2.406
O: -4.059 -4.227 2.484
C: -4.677 -3.910 1.259
C: -4.479 -2.469 0.854
N: -4.706 -1.470 1.980
H: -3.818 -1.433 2.481
H: -4.986 -0.561 1.636
C: -5.739 -1.867 3.057
C: -5.888 -0.722 4.024
O: -4.577 -0.308 4.449
C: -3.915 -1.293 5.253
H: -2.581 -5.443 3.351
H: -2.338 -5.003 1.646
H: -3.478 -6.223 2.071
H: -5.748 -4.027 1.451
H: -4.441 -4.583 0.433
H: -5.232 -2.244 0.096
H: -3.485 -2.187 0.511
H: -5.328 -2.727 3.580
H: -6.651 -2.112 2.516
H: -6.457 -1.021 4.905
H: -6.414 0.114 3.560
H: -4.624 -1.818 5.898
H: -3.312 -0.791 6.012
H: -3.234 -1.954 4.716
C: 2.355 -1.160 2.468
O: 3.769 -1.215 2.280
C: 4.256 -1.018 0.982
C: 5.763 -1.310 1.029
N: 6.031 -2.782 1.401
H: 5.830 -2.748 2.398
H: 5.358 -3.282 0.827
C: 7.425 -3.247 0.963
C: 8.544 -2.487 1.688
O: 8.538 -1.183 1.189
C: 9.795 -0.518 1.302
H: 2.131 -1.461 3.489
H: 1.837 -1.805 1.756
H: 1.956 -0.145 2.415
H: 4.133 -0.026 0.541
H: 3.844 -1.770 0.291
H: 6.178 -0.694 1.822
H: 6.220 -1.076 0.073
H: 7.496 -3.248 -0.120
H: 7.495 -4.279 1.313
H: 9.482 -2.979 1.412
H: 8.425 -2.549 2.776
H: 10.649 -0.997 0.818
H: 9.998 -0.369 2.365
H: 9.703 0.456 0.825
C: 4.210 -2.934 -8.525
O: 4.065 -2.159 -7.326
C: 4.164 -0.767 -7.416
C: 4.091 -0.079 -6.059
N: 5.232 -0.694 -5.228
H: 5.853 -1.071 -5.944
H: 5.636 0.045 -4.660
C: 4.832 -1.893 -4.375
C: 3.668 -1.571 -3.442
O: 3.822 -0.389 -2.707
C: 2.649 -0.031 -1.998
H: 5.265 -2.933 -8.793
H: 3.511 -2.656 -9.316
H: 3.886 -3.949 -8.301
H: 3.296 -0.436 -7.997
H: 5.065 -0.440 -7.947
H: 3.116 -0.190 -5.588
H: 4.270 0.994 -6.103
H: 5.636 -2.319 -3.775
H: 4.536 -2.704 -5.039
H: 3.435 -2.398 -2.759
H: 2.731 -1.595 -4.020
H: 2.328 -0.781 -1.267
H: 1.840 -0.038 -2.741
H: 2.732 0.903 -1.449
C: -6.475 2.290 -4.537
O: -5.473 1.821 -5.403
C: -4.994 0.503 -5.193
C: -4.366 0.329 -3.845
N: -3.304 1.398 -3.623
H: -2.521 1.227 -4.250
H: -3.706 2.309 -3.848
C: -2.665 1.486 -2.252
C: -2.226 0.138 -1.637
O: -1.872 -0.777 -2.620
C: -1.277 -1.951 -2.060
H: -7.249 1.562 -4.269
H: -7.114 3.090 -4.910
H: -6.055 2.695 -3.606
H: -4.406 0.294 -6.089
H: -5.798 -0.228 -5.338
H: -3.875 -0.643 -3.824
H: -5.093 0.432 -3.042
H: -3.385 1.919 -1.556
H: -1.813 2.166 -2.236
H: -2.943 -0.239 -0.899
H: -1.405 0.418 -0.964
H: -0.420 -1.724 -1.418
H: -0.963 -2.645 -2.833
H: -1.975 -2.362 -1.326
C: 0.699 -4.737 2.801
O: 1.544 -4.010 3.664
C: 2.880 -4.474 3.704
C: 3.109 -5.888 4.298
N: 2.016 -6.524 5.189
H: 1.243 -6.837 4.601
H: 2.389 -7.442 5.446
C: 1.620 -5.732 6.392
C: 2.818 -5.222 7.185
O: 3.745 -6.195 7.584
C: 3.319 -6.961 8.693
H: 0.315 -5.668 3.223
H: 1.132 -4.884 1.806
H: -0.152 -4.086 2.594
H: 3.463 -3.709 4.223
H: 3.334 -4.332 2.715
H: 4.036 -5.957 4.862
H: 3.136 -6.568 3.447
H: 0.941 -6.375 6.953
H: 1.035 -4.868 6.078
H: 2.355 -4.673 8.011
H: 3.333 -4.463 6.596
H: 3.178 -6.277 9.537
H: 4.141 -7.602 9.005
H: 2.382 -7.490 8.501
B: -0.933 -0.828 1.628
F: -0.796 -0.908 3.009
F: -0.710 -2.109 1.082
F: -2.243 -0.372 1.409
F: 0.023 -0.008 1.012

Here are the Löwdin charges for atoms 1 to 99, given in e: atom 1 (C): -0.04, atom 2 (O): -0.23, atom 3 (C): -0.20, atom 4 (C): -0.07, atom 5 (N): 0.09, atom 6 (H): 0.19, atom 7 (H): 0.16, atom 8 (C): -0.08, atom 9 (C): -0.19, atom 10 (O): -0.22, atom 11 (C): -0.06, atom 12 (H): 0.11, atom 13 (H): 0.09, atom 14 (H): 0.06, atom 15 (H): 0.13, atom 16 (H): 0.14, atom 17 (H): 0.12, atom 18 (H): 0.15, atom 19 (H): 0.13, atom 20 (H): 0.12, atom 21 (H): 0.14, atom 22 (H): 0.14, atom 23 (H): 0.10, atom 24 (H): 0.11, atom 25 (H): 0.10, atom 26 (C): -0.06, atom 27 (O): -0.20, atom 28 (C): -0.20, atom 29 (C): -0.06, atom 30 (N): 0.04, atom 31 (H): 0.17, atom 32 (H): 0.18, atom 33 (C): -0.07, atom 34 (C): -0.22, atom 35 (O): -0.20, atom 36 (C): -0.06, atom 37 (H): 0.10, atom 38 (H): 0.07, atom 39 (H): 0.08, atom 40 (H): 0.14, atom 41 (H): 0.14, atom 42 (H): 0.14, atom 43 (H): 0.14, atom 44 (H): 0.14, atom 45 (H): 0.14, atom 46 (H): 0.15, atom 47 (H): 0.13, atom 48 (H): 0.10, atom 49 (H): 0.10, atom 50 (H): 0.11, atom 51 (C): -0.08, atom 52 (O): -0.18, atom 53 (C): -0.20, atom 54 (C): -0.08, atom 55 (N): 0.08, atom 56 (H): 0.14, atom 57 (H): 0.14, atom 58 (C): -0.07, atom 59 (C): -0.17, atom 60 (O): -0.20, atom 61 (C): -0.07, atom 62 (H): 0.09, atom 63 (H): 0.08, atom 64 (H): 0.10, atom 65 (H): 0.13, atom 66 (H): 0.15, atom 67 (H): 0.14, atom 68 (H): 0.10, atom 69 (H): 0.12, atom 70 (H): 0.15, atom 71 (H): 0.14, atom 72 (H): 0.13, atom 73 (H): 0.11, atom 74 (H): 0.10, atom 75 (H): 0.09, atom 76 (C): -0.06, atom 77 (O): -0.17, atom 78 (C): -0.22, atom 79 (C): -0.08, atom 80 (N): 0.09, atom 81 (H): 0.17, atom 82 (H): 0.16, atom 83 (C): -0.06, atom 84 (C): -0.21, atom 85 (O): -0.22, atom 86 (C): -0.05, atom 87 (H): 0.10, atom 88 (H): 0.09, atom 89 (H): 0.09, atom 90 (H): 0.13, atom 91 (H): 0.12, atom 92 (H): 0.14, atom 93 (H): 0.13, atom 94 (H): 0.14, atom 95 (H): 0.14, atom 96 (H): 0.14, atom 97 (H): 0.14, atom 98 (H): 0.10, atom 99 (H): 0.10

=====

[2]
The following is a DFT calculation (ωB97M-V/def2-TZVPD) of 11 unconnected molecules or ions with the total composition C42H115N13O13.

The energy above the lowest of the compared OMol25 structures with the same formula, charge and spin is 0.00 kJ/mol. The charge is 0. As for the frontier orbital gap: 8.8 eV. The HOMO energy comes out at -8.36 eV. The spin multiplicity is 1.

Cartesian coordinates (Å):
C: -3.750 -6.484 -1.526
O: -2.657 -6.246 -2.379
C: -1.469 -5.660 -1.880
C: -0.731 -6.664 -0.961
C: 0.645 -6.303 -0.614
N: -0.614 -7.980 -1.548
H: -4.245 -7.317 -2.024
H: -4.300 -5.557 -1.359
H: -3.483 -6.887 -0.549
H: -0.863 -5.317 -2.718
H: -1.806 -4.794 -1.309
H: -1.253 -6.722 -0.006
H: 1.134 -6.834 0.203
H: 0.677 -5.273 -0.258
H: 1.345 -6.453 -1.437
H: -0.102 -7.886 -2.413
H: -1.561 -8.247 -1.777
C: -3.119 -2.228 -3.661
O: -4.053 -1.555 -4.437
C: -5.396 -2.045 -4.326
C: -6.379 -1.202 -5.101
C: -6.341 0.325 -4.909
N: -7.743 -1.576 -4.817
H: -2.160 -2.348 -4.166
H: -3.515 -3.165 -3.269
H: -2.918 -1.624 -2.776
H: -5.468 -3.115 -4.519
H: -5.570 -2.045 -3.250
H: -6.177 -1.337 -6.163
H: -6.948 0.899 -5.609
H: -5.411 0.783 -5.248
H: -6.565 0.577 -3.873
H: -8.101 -1.184 -3.958
H: -8.291 -1.039 -5.474
C: 2.429 -8.134 3.374
O: 3.211 -7.147 2.701
C: 3.243 -5.841 3.280
C: 4.026 -4.813 2.405
C: 3.278 -4.534 1.057
N: 5.416 -5.162 2.130
H: 2.483 -9.101 2.873
H: 1.359 -7.933 3.411
H: 2.689 -8.282 4.422
H: 2.263 -5.394 3.444
H: 3.649 -5.752 4.287
H: 4.088 -3.862 2.933
H: 3.017 -5.519 0.669
H: 3.811 -3.925 0.328
H: 2.322 -4.040 1.233
H: 5.600 -4.828 1.195
H: 5.483 -6.156 1.962
C: -3.153 7.560 3.868
O: -3.195 6.144 3.723
C: -2.022 5.505 3.200
C: -1.817 5.760 1.730
C: -3.090 5.530 0.878
N: -0.834 4.922 1.122
H: -2.396 7.912 4.569
H: -4.079 7.874 4.350
H: -3.034 8.102 2.930
H: -1.184 5.821 3.821
H: -2.255 4.483 3.500
H: -1.593 6.826 1.670
H: -4.001 5.898 1.350
H: -3.380 4.503 0.656
H: -3.082 5.909 -0.144
H: -0.936 5.083 0.130
H: -1.184 3.992 1.300
C: 4.177 -0.672 -0.180
O: 3.354 -1.596 -0.847
C: 3.631 -1.520 -2.238
C: 2.638 -2.377 -3.073
C: 2.437 -3.928 -2.754
N: 3.014 -2.264 -4.477
H: 3.968 -0.710 0.889
H: 4.103 0.329 -0.604
H: 5.189 -1.078 -0.164
H: 3.648 -0.522 -2.677
H: 4.629 -1.931 -2.389
H: 1.697 -1.856 -2.895
H: 2.010 -3.911 -1.751
H: 3.300 -4.593 -2.754
H: 1.629 -4.341 -3.359
H: 3.973 -2.530 -4.651
H: 2.457 -2.761 -5.157
C: -4.723 -2.296 -0.035
O: -3.940 -2.954 1.041
C: -3.575 -2.015 2.091
C: -2.914 -2.743 3.264
C: -2.462 -1.708 4.279
N: -1.748 -3.370 2.697
H: -5.166 -3.105 -0.616
H: -4.021 -1.682 -0.600
H: -5.531 -1.632 0.271
H: -2.888 -1.344 1.575
H: -4.446 -1.488 2.478
H: -3.600 -3.464 3.706
H: -2.075 -2.221 5.159
H: -3.327 -1.128 4.599
H: -1.678 -1.030 3.941
H: -1.289 -2.657 2.148
H: -2.034 -3.996 1.957
C: 5.952 2.345 2.287
O: 4.571 2.328 2.726
C: 4.505 2.346 4.155
C: 4.564 0.871 4.694
C: 3.577 -0.138 4.116
N: 4.211 0.854 6.118
H: 6.398 1.354 2.209
H: 6.652 2.931 2.883
H: 5.992 2.742 1.272
H: 5.267 2.928 4.673
H: 3.522 2.707 4.460
H: 5.588 0.539 4.524
H: 4.007 -1.127 4.275
H: 3.397 0.019 3.052
H: 2.632 -0.234 4.650
H: 4.247 -0.100 6.448
H: 5.035 1.301 6.494
C: -0.488 -2.160 -0.250
O: -0.389 -1.485 0.997
C: 0.811 -0.770 1.108
C: 0.773 0.603 0.377
N: -0.021 1.645 1.059
C: -1.452 1.320 1.148
C: -2.141 1.415 -0.229
O: -3.418 0.806 -0.297
C: -3.994 0.978 -1.626
H: -1.457 -2.640 -0.383
H: 0.288 -2.918 -0.360
H: -0.504 -1.477 -1.099
H: 1.671 -1.347 0.768
H: 0.901 -0.663 2.189
H: 0.494 0.468 -0.668
H: 1.771 1.018 0.509
H: 0.240 1.698 2.034
H: -1.819 2.035 1.884
H: -1.686 0.330 1.539
H: -1.583 0.884 -1.000
H: -2.123 2.453 -0.560
H: -4.308 2.013 -1.757
H: -4.869 0.365 -1.842
H: -3.249 0.765 -2.392
C: -3.185 4.567 -2.671
O: -2.002 5.238 -2.312
C: -1.004 5.070 -3.326
C: 0.173 6.013 -3.005
N: 1.432 5.532 -3.447
C: 2.495 6.537 -3.542
C: 3.698 5.859 -4.280
O: 3.238 5.663 -5.649
C: 4.229 5.321 -6.546
H: -2.989 3.514 -2.466
H: -3.566 4.724 -3.680
H: -3.991 4.769 -1.966
H: -1.308 5.205 -4.364
H: -0.711 4.020 -3.344
H: 0.195 6.208 -1.933
H: 0.017 7.063 -3.253
H: 1.256 5.360 -4.426
H: 2.877 6.793 -2.554
H: 2.088 7.396 -4.075
H: 3.948 4.854 -3.941
H: 4.559 6.501 -4.095
H: 4.947 6.126 -6.707
H: 3.804 5.028 -7.506
H: 4.872 4.504 -6.218
N: 1.669 4.022 -0.596
C: 2.772 3.622 -0.031
N: 2.577 3.331 1.204
O: 3.825 3.598 -0.621
H: 0.919 3.560 -0.101
H: 1.659 4.231 -1.584
H: 3.375 2.936 1.681
H: 1.630 3.332 1.556
N: -0.617 2.824 5.063
C: 0.464 2.095 4.811
N: 1.181 1.992 5.904
O: 0.720 1.760 3.663
H: -1.317 2.971 4.351
H: -0.695 3.152 6.016
H: 2.063 1.502 5.949
H: 0.759 2.395 6.729

Here are the Löwdin charges for atoms 1 to 99, given in e: atom 1 (C): -0.10, atom 2 (O): -0.22, atom 3 (C): -0.17, atom 4 (C): -0.46, atom 5 (C): -0.10, atom 6 (N): 0.06, atom 7 (H): 0.10, atom 8 (H): 0.08, atom 9 (H): 0.08, atom 10 (H): 0.12, atom 11 (H): 0.11, atom 12 (H): 0.14, atom 13 (H): 0.08, atom 14 (H): 0.06, atom 15 (H): 0.08, atom 16 (H): 0.08, atom 17 (H): 0.06, atom 18 (C): -0.12, atom 19 (O): -0.19, atom 20 (C): -0.18, atom 21 (C): -0.43, atom 22 (C): -0.07, atom 23 (N): 0.02, atom 24 (H): 0.09, atom 25 (H): 0.08, atom 26 (H): 0.06, atom 27 (H): 0.13, atom 28 (H): 0.11, atom 29 (H): 0.14, atom 30 (H): 0.07, atom 31 (H): 0.07, atom 32 (H): 0.07, atom 33 (H): 0.07, atom 34 (H): 0.07, atom 35 (C): -0.10, atom 36 (O): -0.18, atom 37 (C): -0.19, atom 38 (C): -0.40, atom 39 (C): -0.05, atom 40 (N): 0.03, atom 41 (H): 0.09, atom 42 (H): 0.08, atom 43 (H): 0.08, atom 44 (H): 0.12, atom 45 (H): 0.12, atom 46 (H): 0.11, atom 47 (H): 0.06, atom 48 (H): 0.06, atom 49 (H): 0.07, atom 50 (H): 0.05, atom 51 (H): 0.06, atom 52 (C): -0.11, atom 53 (O): -0.20, atom 54 (C): -0.19, atom 55 (C): -0.42, atom 56 (C): -0.05, atom 57 (N): 0.07, atom 58 (H): 0.08, atom 59 (H): 0.09, atom 60 (H): 0.08, atom 61 (H): 0.13, atom 62 (H): 0.10, atom 63 (H): 0.13, atom 64 (H): 0.07, atom 65 (H): 0.07, atom 66 (H): 0.06, atom 67 (H): 0.06, atom 68 (H): 0.04, atom 69 (C): -0.11, atom 70 (O): -0.21, atom 71 (C): -0.19, atom 72 (C): -0.38, atom 73 (C): -0.05, atom 74 (N): 0.01, atom 75 (H): 0.07, atom 76 (H): 0.10, atom 77 (H): 0.09, atom 78 (H): 0.13, atom 79 (H): 0.12, atom 80 (H): 0.12, atom 81 (H): 0.03, atom 82 (H): 0.08, atom 83 (H): 0.06, atom 84 (H): 0.07, atom 85 (H): 0.07, atom 86 (C): -0.07, atom 87 (O): -0.21, atom 88 (C): -0.19, atom 89 (C): -0.43, atom 90 (C): -0.06, atom 91 (N): 0.05, atom 92 (H): 0.07, atom 93 (H): 0.05, atom 94 (H): 0.09, atom 95 (H): 0.10, atom 96 (H): 0.12, atom 97 (H): 0.14, atom 98 (H): 0.08, atom 99 (H): 0.07

=====

Question: The lowest frontier orbital gap belongs to which entry?
Answer: C42H112BF4N7O14